Entry 1:
ORCA calculation (the ωB97M-V functional and the def2-TZVPD basis) on an isolated molecule of C8H11NOS in a non-equilibrium geometry.

* LUMO level: 0.6 eV
* F_max: 1.08 eV/A
* relative energy (zero: lowest compared OMol25 entry of this formula, charge and spin): 0.0 kJ/mol
* HOMO-LUMO gap: 9.5 eV
* electronic energy: -839.61485 hartree

ORCA input file:
```
! RIJCOSX wB97M-V def2-TZVPD def2/J DEFGRID3
* xyz 0 1
S -4.929 -0.137 0.168
O 2.469 -1.092 -0.302
N -2.328 -0.345 -0.774
C 1.798 0.024 0.273
C -0.253 0.831 1.122
C -0.266 -1.354 0.153
C -3.423 -0.245 -0.343
C -0.301 1.002 -0.403
C 1.184 0.994 -0.767
C -0.899 -0.343 -0.848
C 0.586 -0.450 1.067
H 3.274 -0.781 -0.733
H 0.241 1.666 1.594
H -1.039 -1.862 0.726
H -0.628 -0.588 -1.894
H 2.488 0.571 0.947
H 0.827 -0.922 2.055
H -0.869 1.838 -0.827
H 1.360 0.629 -1.784
H -1.265 0.685 1.584
H 0.357 -2.117 -0.330
H 1.616 1.995 -0.685
*
```

Results of the natural (NBO) charge analysis, in e, for atoms 1 through 5:
1. S -0.10
2. O -0.73
3. N -0.43
4. C 0.09
5. C -0.41

Entry 2:
ORCA calculation (the ωB97M-V functional and the def2-TZVPD basis) on a structure of composition C11H21N2OPmS3 in a non-equilibrium geometry.

* LUMO level (spin up / spin down): -0.5 / -0.4 eV
* F_max: 2.45 eV/A
* HOMO-LUMO gap (spin up / spin down): 6.9 / 7.0 eV
* electronic energy: -2419.41962 hartree

ORCA input file:
```
! RIJCOSX wB97M-V def2-TZVPD def2/J DEFGRID3
* xyz 0 5
Pm -0.741 0.688 0.236
S -1.494 2.482 1.988
S 0.175 4.821 0.881
S -1.183 2.992 -1.051
O -2.253 -0.712 -0.148
N 4.271 -0.303 0.358
N 1.735 0.421 -0.090
C -0.819 3.489 0.637
C 3.626 0.157 1.580
C -4.195 -1.576 1.001
C 4.123 0.733 -0.713
C -3.691 -2.040 -1.401
C -4.315 0.343 -0.715
C 2.116 0.654 1.348
C -3.674 -0.970 -0.305
C 2.688 1.211 -0.887
C 3.441 -1.499 -0.049
C 1.992 -0.995 -0.463
H 1.981 1.687 1.495
H -3.576 0.760 -1.446
H -4.513 1.011 0.157
H -3.201 -1.643 -2.257
H -3.252 -3.028 -1.063
H 1.926 -1.136 -1.544
H -5.244 -1.854 0.860
H -3.698 -2.542 1.327
H 4.795 1.575 -0.410
H 1.223 -1.704 -0.127
H -5.265 0.253 -1.255
H 4.226 0.962 2.037
H 2.489 2.241 -0.571
H -4.740 -2.318 -1.647
H -4.096 -0.830 1.793
H 2.377 1.177 -1.944
H 1.373 0.104 1.917
H 3.393 -2.176 0.785
H 3.921 -1.949 -0.927
H 3.647 -0.686 2.307
H 4.434 0.196 -1.694
*
```

Results of the Mulliken charge analysis, in e, for atoms 1 through 5:
1. Pm 0.90
2. S -0.36
3. S -0.24
4. S -0.36
5. O -0.60

Entry 3:
ORCA calculation (the ωB97M-V functional and the def2-TZVPD basis) on a structure of composition C46H53Cl3N5OS3Si2W in a non-equilibrium geometry.

* LUMO level (spin up / spin down): -10.0 / -9.9 eV
* F_max: 1.44 eV/A
* relative energy (zero: lowest compared OMol25 entry of this formula, charge and spin): 13.4 kJ/mol
* HOMO-LUMO gap (spin up / spin down): 4.6 / 4.7 eV
* electronic energy: -5354.13036 hartree

ORCA input file:
```
! RIJCOSX wB97M-V def2-TZVPD def2/J DEFGRID3
* xyz 3 3
W -2.071 -0.583 0.622
Cl 6.055 -2.244 0.347
Cl 5.543 -4.102 -7.162
Cl 1.680 -1.287 -4.739
S -0.041 -0.480 1.937
S -0.642 0.580 -0.964
S 5.387 -4.331 2.386
Si -3.885 2.247 -0.734
Si -3.367 1.242 2.480
O 2.211 -3.947 -1.337
N 1.880 1.359 -0.965
N -0.522 -3.735 -1.766
N -1.561 -2.331 -0.454
N -4.072 -1.312 0.116
N 2.193 0.896 1.779
C 1.060 3.507 5.130
C -4.788 -2.432 -0.082
C 3.900 -5.167 2.301
C 3.075 1.849 1.092
C 4.423 -4.862 -4.831
C 4.459 -3.915 -5.847
C 1.755 2.764 4.190
C 3.210 1.440 -0.354
C 1.382 4.221 -1.606
C 0.856 0.739 5.119
C 3.544 -4.698 -3.776
C 0.399 -4.130 -2.828
C -1.351 -3.508 0.248
C 0.174 1.483 6.073
C -3.807 1.215 -2.323
C 3.767 -3.759 0.466
C -1.859 2.360 2.664
C 3.387 5.139 -3.290
C 2.745 -2.668 -4.746
C 1.123 0.491 1.142
C 3.615 -2.812 -5.810
C -5.543 3.085 -0.488
C 0.896 0.863 -0.257
C -2.513 3.536 -0.634
C -3.641 0.885 0.616
C -6.153 -2.437 0.078
C -4.860 1.870 3.416
C 2.086 3.322 -2.403
C -6.795 -1.261 0.470
C -1.067 -2.523 -1.674
C 2.694 -3.600 -3.710
C -3.028 -0.547 3.222
C 1.739 -3.433 -2.555
C 1.679 5.574 -1.652
C 0.267 2.867 6.074
C 1.752 1.846 -2.343
C 1.654 1.375 4.176
C -0.682 -4.370 -0.561
C -4.683 -0.162 0.472
C 3.192 -3.110 -0.751
C -6.055 -0.108 0.671
C 4.991 -3.426 0.975
C 3.140 -4.765 1.246
C 2.456 0.550 3.185
C 3.095 3.783 -3.238
C 2.686 6.032 -2.494
H 2.649 2.855 1.156
H -5.587 3.972 -1.123
H 2.445 1.280 -2.970
H -5.189 2.843 3.047
H 3.523 0.693 3.352
H -1.666 -3.642 1.271
H -1.354 2.172 3.615
H 3.700 0.465 -0.439
H -2.855 4.413 -0.080
H 0.012 -3.811 -3.794
H -4.590 1.989 4.468
H 2.717 -2.151 -0.476
H -2.890 -1.407 2.519
H 2.920 7.087 -2.529
H 3.992 -2.888 -1.465
H 0.585 3.865 -0.958
H -3.900 -0.829 3.815
H 2.408 3.276 3.492
H -6.517 0.821 0.977
H -2.165 -0.533 3.889
H -6.713 -3.345 -0.096
H 5.081 -5.719 -4.870
H 1.522 -2.363 -2.431
H 3.637 -2.083 -6.608
H -0.315 -5.366 -0.379
H -5.702 1.179 3.364
H 0.529 -5.210 -2.815
H 1.121 6.269 -1.040
H -1.601 3.176 -0.164
H 2.230 -0.507 3.327
H 4.048 1.851 1.577
H 1.162 4.584 5.144
H -5.683 3.415 0.543
H -1.130 2.245 1.863
H 3.667 -5.922 3.034
H -1.086 -1.802 -2.475
H -0.414 0.980 6.830
H 4.162 5.497 -3.954
H -3.115 0.374 -2.230
H -0.255 3.449 6.822
H -4.247 -3.320 -0.385
H 3.518 -5.428 -2.976
H 2.174 -5.185 1.007
H -2.260 3.874 -1.642
H 0.740 1.657 -2.693
H 0.796 -0.343 5.139
H -4.790 0.807 -2.567
H -6.384 2.449 -0.767
H -3.492 1.821 -3.175
H 3.645 3.087 -3.862
H 3.800 2.177 -0.894
H -2.177 3.406 2.667
H -7.868 -1.252 0.617
*
```

Results of the Mulliken charge analysis, in e, for atoms 1 through 5:
1. W -0.48
2. Cl -0.21
3. Cl -0.16
4. Cl -0.20
5. S -0.20